Molecular formula: C33H61Br22FIN2O2S
Method: DFT, ωB97M-V with the def2-TZVPD basis set

DFT total energy   -1604853.0437 eV
Total charge   +1
M   2453.720 g mol⁻¹
Maximum force   7.6 eV/Å
Kohn-Sham gap   6.1 eV
Highest occupied orbital energy   -10.683 eV

CARTESIAN COORDINATES (ANGSTROEM)
I: -0.8726 -1.6679 -2.6205
Br: -1.2550 -2.2645 1.7341
Br: -4.6653 2.4697 -2.0605
Br: -2.6304 -6.4816 -3.9838
Br: 5.2457 11.2776 3.4299
Br: 0.2131 9.7915 1.9592
Br: -1.7424 -9.2607 -8.1326
Br: 3.3582 -7.5421 -3.3708
Br: -0.6770 -9.1111 -2.2826
Br: -2.0140 3.1851 10.3737
Br: -1.0531 2.1740 5.8006
Br: 3.4083 -6.4001 -6.8803
Br: -5.4235 4.5545 -5.6737
Br: -5.3816 4.5585 9.7438
Br: -0.0742 5.6067 6.7399
Br: 8.6420 2.4811 -1.0994
Br: 2.6075 12.4598 5.7247
Br: -8.8125 6.0163 -5.7143
Br: -4.9246 -10.1783 -9.7620
Br: -4.6030 -1.4442 3.0536
Br: 1.9446 6.8206 3.3004
Br: 5.4598 1.5636 -2.7288
Br: -1.2977 1.0964 -1.4306
S: 2.7114 0.5123 1.9518
F: 4.0820 0.9729 0.9999
O: 3.2818 0.0162 3.3373
O: 1.7465 1.7320 2.2223
N: 0.9488 0.4530 -0.9775
N: 0.1212 -1.9946 -0.7966
C: 0.3292 9.1371 3.7933
C: -3.6641 5.4749 9.8707
C: -2.4553 -9.1970 -3.0788
C: -0.7578 -4.6700 -0.7119
C: -2.9478 3.3861 -1.9336
C: -4.5800 -8.8984 -8.3313
C: 4.2353 11.4561 6.1076
C: 0.9264 -0.8328 -0.1801
C: 1.7413 -0.9233 1.2402
C: -8.2381 4.2125 -5.2451
C: 2.0744 0.4780 -1.9948
C: -3.6844 -3.1628 2.9630
C: 0.9060 -5.0504 2.1117
C: -2.5217 -8.3934 -4.3565
C: 0.3894 -5.6893 -1.3111
C: -3.2877 -8.1515 -8.5654
C: 1.7151 -2.3662 2.0348
C: -1.8466 2.5759 -2.5766
C: -2.5628 4.6647 9.2277
C: 3.1237 -0.7803 -1.8902
C: 0.4333 3.2657 5.1646
C: 4.3682 -7.8720 -6.0342
C: 7.0967 3.5903 -1.5323
C: 0.0523 -3.3563 -0.1212
C: -6.9345 4.2350 -4.4818
C: 0.6231 -5.3071 -2.8904
C: 0.8673 -3.6150 1.3161
C: -2.2109 -3.0119 3.2610
C: 5.8043 2.8435 -1.2981
C: 3.5011 -8.5776 -5.0179
C: 1.7043 8.5868 4.0918
C: 1.0408 4.0713 6.2892
C: 5.3881 11.9399 5.2593
H: 5.7900 2.2840 -0.3587
H: -3.8876 -3.5817 1.9742
H: 0.1512 -6.8161 -1.1025
H: -4.5944 -9.4579 -7.3919
H: -0.3730 -5.5343 -3.4687
H: 2.5153 9.2176 3.7174
H: 5.2839 -7.4530 -5.6079
H: 4.4366 11.6344 7.1681
H: -4.1696 -3.7839 3.7227
H: 1.5370 -5.9541 -3.2638
H: -1.6584 -8.5428 -5.0098
H: 0.1192 10.0102 4.4195
H: 3.9698 -0.6061 -2.7099
H: -2.8469 4.2337 8.2637
H: 0.9413 -4.1780 -3.0376
H: 7.1703 4.4528 -0.8620
H: 4.9534 3.5307 -1.3202
H: -1.7512 -3.9895 3.4336
H: 2.7124 1.4654 -1.7916
H: 2.2814 -2.4676 3.0592
H: -2.1306 2.1449 -3.5406
H: 5.4578 13.0290 5.2001
H: -0.4704 8.4033 3.9217
H: -2.6248 -10.2584 -3.2826
H: 6.3361 11.5392 5.6326
H: -3.4902 5.6822 10.9296
H: 4.6298 -8.5489 -6.8529
H: -3.8077 6.4208 9.3386
H: -3.4363 -8.6264 -4.9112
H: 1.6438 0.5017 -3.0834
H: 2.0008 4.4971 5.9824
H: 0.0349 -5.7871 1.8501
H: -3.1604 -7.8153 -9.5975
H: 0.9309 1.3054 -0.3757
H: -2.7740 3.5934 -0.8747
H: -6.7363 3.2584 -4.0286
H: 1.8333 8.4364 5.1677
H: 3.9550 -9.5273 -4.7170
H: 1.0248 -4.8892 3.2688
H: -0.9466 3.1845 -2.7061
H: -2.0049 -2.3620 4.1160
H: 1.4105 -5.4594 -0.7379
H: 3.6954 -0.7596 -0.8447
H: -5.4310 -8.2111 -8.3534
H: 1.9083 -5.5958 1.7610
H: 7.2240 3.9266 -2.5644
H: 2.4825 -8.7623 -5.3683
H: -1.6629 5.2732 9.0982
H: -1.6199 -4.4098 -1.4593
H: 1.1602 2.5504 4.7665
H: -6.8976 5.0042 -3.7062
H: -9.0423 3.8111 -4.6213
H: 0.0505 3.8807 4.3463
H: -3.0914 4.3321 -2.4657
H: -3.1632 -8.8601 -2.3164
H: -8.1866 3.6413 -6.1762
H: 4.0008 10.3984 5.9593
H: -1.2781 -5.2418 0.1975
H: 1.1802 3.4967 7.2091
H: 2.6563 -1.8303 -2.1369
H: -3.2141 -7.2891 -7.8952

***

Molecular formula: C33H61F2N5O6S2
Method: DFT, ωB97M-V with the def2-TZVPD basis set

Energy above the lowest of the compared OMol25 structures with the same formula, charge and spin   224.5 kcal per mole
DFT total energy   -82032.9891 eV
Total charge   0
M   726.010 g mol⁻¹
Maximum force   8.8 eV/Å
Kohn-Sham gap   7.1 eV
Highest occupied orbital energy   -8.161 eV

CARTESIAN COORDINATES (ANGSTROEM)
S: 4.6212 0.4173 -0.4192
S: 5.0401 0.8186 -3.4244
F: 0.4607 1.0935 -7.5002
F: 2.9062 5.1894 -6.9403
O: -6.7996 1.9753 0.5724
O: 0.9246 -0.0180 3.8129
O: -3.9042 0.2884 -3.1997
O: 2.6719 -4.7871 5.8863
O: -2.2620 -1.5412 -2.8730
O: -9.6342 -3.3935 2.4309
N: 0.9028 1.8391 -6.4219
N: -0.4856 1.7801 -3.1074
N: -0.9427 0.6681 -5.2972
N: 7.1467 1.2810 -1.4838
N: 0.4780 2.3486 -3.9652
C: -0.7341 2.0224 -1.6350
C: 3.9396 -5.4562 5.8394
C: 1.4391 3.3929 -3.4808
C: 6.4065 3.4935 -0.4799
C: -2.6259 -0.1442 -3.2829
C: 1.6700 -5.7358 6.2781
C: 3.1764 1.2401 -3.4023
C: 0.2079 1.6567 -5.2643
C: 1.2399 -2.0153 5.0448
C: 1.8050 4.2048 -7.2558
C: -7.6118 1.8058 -1.6449
C: 2.3057 -7.1060 6.1911
C: 8.1273 0.1338 -1.5829
C: 7.7138 -1.1976 -0.6966
C: 7.3596 2.1377 -0.2558
C: 0.4054 1.2232 -0.7073
C: 2.8818 2.7803 -2.9205
C: -5.9510 1.0755 -0.1537
C: -8.1771 -1.5729 2.8410
C: 5.7084 0.8469 -1.6601
C: 2.1031 2.7036 -6.6846
C: 1.1558 -0.8631 6.0122
C: -8.6083 -3.3986 1.4286
C: -7.9277 2.3021 -0.2509
C: -6.7336 0.6140 -1.3637
C: -0.2749 0.5663 0.6670
C: -9.5079 -2.1935 3.2063
C: 0.6330 -1.4221 3.7920
C: -8.0075 -2.0101 1.4090
C: 0.3874 4.8799 -6.8196
C: 1.4222 0.3248 5.1138
C: 3.7493 -6.8041 6.5002
C: -1.3759 0.7845 -3.8213
H: 4.6965 -4.8465 6.3412
H: 1.8524 -7.8302 6.8727
H: -0.3722 4.1823 -6.2723
H: -8.1611 -0.4883 2.9746
H: -6.9698 -1.9995 1.0661
H: 6.9341 4.4831 -0.1403
H: -7.0417 2.5660 -2.1921
H: -10.3406 -1.5341 2.9396
H: 9.2322 0.4828 -1.2951
H: 2.4963 0.5182 5.0201
H: -8.5936 -1.3585 0.7500
H: 2.8752 2.7685 -5.7761
H: 6.2708 3.5893 -1.6615
H: 1.3720 -5.5014 7.3059
H: 7.0794 -1.9813 -1.3259
H: -6.0936 0.3313 -2.2034
H: 2.2183 -7.4945 5.1695
H: 1.8611 -0.9351 6.8439
H: -7.3809 -2.0062 3.4578
H: 1.8139 4.1222 -8.4461
H: 8.1068 -0.2243 -2.7215
H: 5.3228 3.3578 -0.0482
H: 0.4042 0.6934 1.6149
H: -0.7093 3.1442 -1.3029
H: 2.8084 0.9958 -4.5030
H: 8.4627 2.5358 -0.2360
H: 4.2209 -5.5658 4.7867
H: -5.0526 1.6280 -0.4485
H: -5.6536 0.2461 0.4945
H: -7.8638 -4.1488 1.7166
H: 4.4458 -7.5618 6.1323
H: 0.7950 -5.6370 5.6299
H: 1.0368 -1.8685 2.8787
H: 0.9329 1.2367 5.4672
H: -8.8030 1.7900 0.1634
H: 1.2300 2.0327 -0.4124
H: 7.1064 -0.8961 0.2589
H: -9.5803 -2.4338 4.2709
H: -1.7831 1.5919 -1.2639
H: 0.8582 0.3102 -1.3003
H: -1.2907 1.1369 0.9018
H: 1.6215 4.1763 -4.3441
H: 7.0156 1.6043 0.7311
H: 0.9978 4.0139 -2.5628
H: 3.7335 3.4583 -3.3949
H: 2.9823 2.9087 -1.7381
H: -0.5337 -0.5869 0.5154
H: -7.3547 -0.2501 -1.0997
H: 2.7243 2.1490 -7.5421
H: 0.7210 -2.9147 5.3857
H: -0.1514 5.2211 -7.8290
H: 3.8848 -6.7112 7.5842
H: 8.7294 -1.7579 -0.4198
H: 2.5813 0.4787 -2.7025
H: 0.5526 5.8977 -6.2173
H: -9.0366 -3.6844 0.4639
H: -0.4561 -1.5372 3.7851
H: 0.1423 -0.7990 6.4259
H: -8.5065 1.5655 -2.2248
H: -8.1071 3.3804 -0.2197
H: 2.2905 -2.2727 4.8652

***

Question: What is the total charge in the first record?
Answer: +1